# 1
Entry from the Open Molecules 2025 dataset: a 4-piece molecular cluster, C22H24N4O7P overall at a distorted geometry (the ωB97M-V functional and the def2-TZVPD basis).

The geometry in XYZ format:
```
58
C22H24N4O7P, DFT the ωB97M-V functional and the def2-TZVPD basis
O 2.94528 -1.35444 1.80961
P 2.55017 -1.79971 0.31084
C 0.99390 -2.89970 0.39477
C -0.13007 -2.65548 1.56194
C -0.61338 -1.15004 1.01606
N -0.43470 -1.02780 -0.36342
C 0.09744 -2.35912 -0.86498
H 3.67922 -2.49330 -0.30293
H 2.35847 -0.58782 -0.46016
H 1.20658 -4.04943 0.36763
H -0.99700 -3.46711 1.68034
H 0.48928 -2.37065 2.51421
H -1.04062 -0.26083 1.64615
H -0.60898 -0.21767 -0.99695
H -0.87829 -3.04023 -0.77638
H 0.48882 -2.45726 -1.96332
C 1.40223 2.80610 2.62902
C 1.47936 2.32437 1.32130
C 1.07824 3.13008 0.25390
C 0.60358 4.42419 0.50837
C 0.51786 4.90753 1.82081
C 0.91927 4.09147 2.88033
N 0.20436 5.28523 -0.61132
O 0.27698 4.81454 -1.75625
O -0.17826 6.43433 -0.34824
H 1.72146 2.17621 3.45760
H 1.85546 1.32095 1.13357
H 1.14457 2.74001 -0.75941
H 0.14676 5.90803 2.03300
H 0.85942 4.45865 3.90251
C 2.34303 2.86018 -3.45267
C 2.01032 1.52624 -3.21173
C 2.89426 0.50805 -3.57413
C 4.11628 0.83883 -4.17581
C 4.44948 2.17671 -4.42585
C 3.55614 3.18611 -4.06156
N 5.06081 -0.22545 -4.53589
O 4.72136 -1.39765 -4.31587
O 6.14474 0.10902 -5.03515
H 1.65302 3.65093 -3.16320
H 1.06234 1.28008 -2.73813
H 2.62027 -0.52656 -3.37954
H 5.39231 2.44731 -4.89659
H 3.80695 4.22790 -4.24869
C -6.17880 -2.87755 3.95505
C -5.92275 -1.77495 3.13845
C -5.15874 -1.92482 1.97948
C -4.65764 -3.19014 1.64387
C -4.90670 -4.29725 2.46590
C -5.66970 -4.13444 3.62392
N -3.87527 -3.35917 0.41351
O -3.66053 -2.35201 -0.27730
O -3.47799 -4.49935 0.13387
H -6.77977 -2.75686 4.85476
H -6.32172 -0.79829 3.40400
H -4.96817 -1.05573 1.35360
H -4.51978 -5.28395 2.22001
H -5.87113 -4.98833 4.26699
```

Summary:
- Orbital gap: 7.17 eV
- ΔE to the lowest compared entry with this formula, charge and spin: 340.6 kJ/mol
- Total charge: +1
- HOMO level: -12.407 eV
- Largest force on an atom: 6.836 eV/A
- Multiplicity: 1
- LUMO: -5.24 eV

Mulliken atomic charge list, values in e, 6 entries: -0.6412, 0.3723, -0.1951, -0.6577, 0.0374, 0.0384

***

# 2
Entry from the Open Molecules 2025 dataset: C22H25AlGeO4SSe2 as an isolated structure at a distorted geometry (the ωB97M-V functional and the def2-TZVPD basis).

The geometry in XYZ format:
```
56
C22H25AlGeO4SSe2, DFT the ωB97M-V functional and the def2-TZVPD basis
Al 0.34576 0.21451 -0.14143
C 3.72877 -0.71683 0.16128
Se 2.74082 0.54342 -0.94140
C 2.84037 2.08857 0.28324
C 1.93699 3.23622 -0.13426
Se 0.13146 2.70556 -0.75499
C -1.04220 3.27467 0.69340
H 3.32316 -0.71930 1.17006
H 4.77767 -0.43642 0.15960
H 3.60633 -1.69350 -0.30067
H 3.87451 2.43119 0.29254
H 2.59223 1.71388 1.27312
H 2.37088 3.78329 -0.96874
H 1.80180 3.92874 0.69469
H -0.78692 4.28983 0.98436
H -0.99826 2.58925 1.53198
H -2.04671 3.25274 0.27687
O -1.72817 -2.26607 -1.46269
S -1.24344 -1.52919 -0.36398
O -1.75896 -1.78916 0.94777
O -1.34298 0.03175 -0.57954
O 0.33857 -1.53906 -0.28261
C 0.64908 -4.58731 4.08510
C 1.49737 -4.02354 3.14175
C 1.29189 -2.71877 2.72243
C 0.24422 -1.96668 3.24723
C -0.60281 -2.53683 4.19259
C -0.39455 -3.84133 4.61310
Ge -0.13549 -0.15701 2.60204
C 1.41699 0.97628 3.25030
C 1.41747 2.37192 3.21233
C 2.44716 3.09877 3.79099
C 3.50215 2.43370 4.40316
C 3.52018 1.04689 4.43614
C 2.48865 0.32014 3.85516
C -1.78291 0.68116 3.30103
C -3.04408 0.22013 2.91943
C -4.18705 0.79644 3.45378
C -4.08520 1.84310 4.35900
C -2.83437 2.30065 4.74901
C -1.68744 1.72562 4.22367
H 0.79335 -5.61286 4.39782
H 2.31064 -4.60584 2.72807
H 1.93522 -2.29576 1.95939
H -1.42890 -1.96063 4.59344
H -1.05758 -4.28078 5.34698
H 0.59517 2.90611 2.74896
H 2.42156 4.18119 3.77354
H 4.30901 2.99473 4.85640
H 4.32745 0.52200 4.93041
H 2.50932 -0.76160 3.90129
H -3.12363 -0.58700 2.20680
H -5.16031 0.42387 3.16207
H -4.97748 2.30267 4.76327
H -2.74614 3.10069 5.47294
H -0.71884 2.07017 4.56000
```

Summary:
- Orbital gap (spin up / spin down): 8.08 / 6.03 eV
- Total charge: +1
- HOMO level (spin up / spin down): -11.242 / -11.881 eV
- Largest force on an atom: 1.556 eV/A
- Multiplicity: 2
- LUMO (spin up / spin down): -3.17 / -5.85 eV

Mulliken atomic charge list, values in e, 6 entries: 0.6666, -0.5958, 0.1466, 0.0600, -0.8291, 0.1830

***

# 3
Entry from the Open Molecules 2025 dataset: a 2-piece molecular cluster, C22H25BF3NO4 overall at a distorted geometry (the ωB97M-V functional and the def2-TZVPD basis).

The geometry in XYZ format:
```
56
C22H25BF3NO4, DFT the ωB97M-V functional and the def2-TZVPD basis
C -4.00818 2.97944 -0.91853
O -3.66852 1.72310 -1.55623
C -2.42091 1.43340 -1.77927
C -2.06908 0.25256 -2.49234
C -0.69075 0.00623 -2.68643
C -0.28280 -1.13276 -3.36139
C -1.23675 -2.03939 -3.84702
C -2.60797 -1.79710 -3.66068
C -3.04113 -0.66005 -2.99719
H -5.09701 2.99336 -0.88964
H -3.58710 3.01629 0.09413
H -3.62796 3.82036 -1.51390
H -1.64007 2.11378 -1.41388
H 0.00817 0.74303 -2.28878
H 0.78252 -1.31599 -3.51710
H -0.90824 -2.93313 -4.37811
H -3.33692 -2.51149 -4.05145
H -4.09944 -0.43994 -2.84749
C -2.25614 -5.02900 0.18138
O -0.86378 -4.62717 0.10016
C -0.56373 -3.33827 0.42635
C -1.54926 -2.38629 0.77793
C -1.14036 -1.09714 1.08519
C 0.22936 -0.74148 1.06548
N 0.31810 0.61888 1.43574
C 1.50298 1.40886 1.54772
O 1.50202 2.58066 1.85051
O 2.61411 0.68920 1.27245
C 3.92343 1.38282 1.34275
C 4.18834 1.86020 2.75334
C 3.97314 2.51731 0.34397
C 4.97055 0.34988 0.96731
C -0.98980 1.08885 1.67384
B -1.26086 2.61579 2.12513
F -2.67051 2.66129 2.27588
F -0.62211 2.84049 3.33664
F -0.86337 3.39995 1.02873
C -1.88084 0.08068 1.44097
C 1.19950 -1.66413 0.71660
C 0.81057 -2.96102 0.39986
H -2.26395 -6.08598 -0.08397
H -2.64764 -4.89144 1.20089
H -2.87301 -4.45511 -0.52756
H -2.61271 -2.64319 0.82201
H 4.16910 1.00772 3.44547
H 5.18425 2.32121 2.80807
H 3.44027 2.60013 3.05122
H 3.79535 2.13103 -0.66868
H 3.22417 3.27436 0.59155
H 4.96776 2.98405 0.36207
H 4.81649 -0.02940 -0.04968
H 5.96680 0.81100 1.00145
H 4.97308 -0.49484 1.66611
H -2.96446 0.06212 1.51094
H 2.24101 -1.37728 0.69897
H 1.54431 -3.71640 0.12855
```

Summary:
- Orbital gap: 4.86 eV
- ΔE to the lowest compared entry with this formula, charge and spin: 0.0 kJ/mol
- HOMO level: -7.434 eV
- Largest force on an atom: 1.906 eV/A
- Multiplicity: 1
- LUMO: -2.58 eV

Mulliken atomic charge list, values in e, 6 entries: -0.5391, -0.3070, -0.2958, 1.1449, -0.3531, -0.6401

***

# 4
Entry from the Open Molecules 2025 dataset: C22H25BrN3O2SV as an isolated structure (the ωB97M-V functional and the def2-TZVPD basis).

The geometry in XYZ format:
```
55
C22H25BrN3O2SV, DFT the ωB97M-V functional and the def2-TZVPD basis
V -0.09154 -0.81133 -0.77356
O -6.14849 -1.24354 0.67695
C -4.81172 -1.32386 0.30555
C -4.37145 -1.31209 -1.02377
C -3.03168 -1.33852 -1.29495
N -2.04475 -1.33021 -0.30960
C -2.53225 -1.53652 0.95437
Br -1.22022 -1.93878 2.27880
C -3.84251 -1.53292 1.31274
H -6.65712 -1.02498 -0.10790
H -5.07653 -1.30645 -1.84953
H -2.67247 -1.36772 -2.31680
H -4.13318 -1.71165 2.33814
O 1.77111 -0.93207 -1.70175
N 2.34217 -2.01776 -2.17254
C 3.64026 -1.92002 -2.54011
C 4.31286 -2.99067 -3.05777
C 3.62876 -4.20335 -3.20014
C 2.31667 -4.28737 -2.81399
C 1.63280 -3.18017 -2.27560
S 0.02372 -3.19379 -1.74000
H 4.05646 -0.93772 -2.37693
H 5.34934 -2.88144 -3.34046
H 4.13180 -5.07029 -3.60842
H 1.75835 -5.20796 -2.90153
C 3.33294 0.90798 0.54711
C 2.56347 0.67607 1.85021
C 2.24630 -0.80429 2.05702
C 1.37293 1.61279 1.97412
C 1.39684 2.53031 3.01591
C 0.42992 3.51274 3.15029
C -0.55826 3.59722 2.18448
C -0.64388 2.69899 1.12752
C -1.74302 2.94164 0.10760
C -2.88514 1.93176 0.17041
C -1.19163 3.06725 -1.31575
C 0.29584 1.63278 1.04001
N 0.19839 0.65528 0.09043
H 4.26033 0.32491 0.55469
H 3.59515 1.96313 0.43923
H 2.73895 0.60870 -0.31431
H 3.23695 0.96720 2.66492
H 1.57503 -1.17533 1.28453
H 1.76714 -0.97100 3.02364
H 3.16741 -1.39512 2.02334
H 2.21256 2.47939 3.73093
H 0.46005 4.21450 3.97523
H -1.30035 4.38743 2.24650
H -2.16596 3.91709 0.37441
H -2.54841 0.95208 -0.15394
H -3.70667 2.24845 -0.47896
H -3.27313 1.82573 1.18550
H -0.74542 2.12490 -1.63204
H -0.42475 3.84331 -1.37086
H -1.99397 3.32527 -2.01334
```

Summary:
- Orbital gap (spin up / spin down): 4.04 / 6.64 eV
- ΔE to the lowest compared entry with this formula, charge and spin: 387.7 kJ/mol
- Total charge: -1
- HOMO level (spin up / spin down): -1.460 / -4.074 eV
- Largest force on an atom: 0.743 eV/A
- Multiplicity: 4
- LUMO (spin up / spin down): 2.58 / 2.57 eV

Mulliken atomic charge list, values in e, 6 entries: 0.7583, -0.5900, 0.7471, -0.4417, -0.8495, 0.1874